# CClNOS

CClNOS as an isolated structure at a distorted geometry (ωB97M-V/def2-TZVPD, the Open Molecules 2025 dataset).

The geometry in XYZ format:
```
5
CClNOS | the Open Molecules 2025 dataset | ωB97M-V/def2-TZVPD
C 1.10905 0.09458 0.15799
N 1.55413 -0.00169 1.23698
O 0.72650 0.11383 -0.99029
S -1.52402 -0.33569 -1.13520
Cl -1.86565 0.12896 0.73053
```

The LUMO energy (alpha / beta) comes out at -0.1335 / -0.1330 Eh. The calculation puts the relative energy (zero: lowest compared OMol25 entry of this formula, charge and spin) at 101.8 kJ/mol. The HOMO energy (alpha / beta) is -10.40 / -10.40 eV.